DFT (ωB97M-V with the def2-TZVPD basis set) results for a 11-piece molecular cluster, C26H50Cl20NO4P overall.

Last column: Mulliken charge in e.
Cartesian coordinates (Å):
Cl 7.07598 1.82447 -7.71298  -0.1511
Cl -5.87449 2.64986 5.53278  -0.2076
Cl -5.46192 -6.59387 8.26810  -0.1698
Cl 11.09314 -4.50642 -2.27882  -0.1844
Cl -7.01512 7.39447 2.97850  -0.1953
Cl -10.19848 6.39418 2.19494  -0.1986
Cl 5.15089 3.12397 0.36172  -0.2194
Cl -4.77751 -3.31662 7.81075  -0.1637
Cl 7.74726 -4.65595 -1.65432  -0.1945
Cl 10.18659 3.15143 -3.64429  -0.2025
Cl -2.78667 3.39678 4.29073  -0.1975
Cl 9.34238 -0.15676 -3.80412  -0.1640
Cl -0.94510 -4.55471 4.11116  -0.2070
Cl -8.16404 -2.18120 -6.02655  -0.1953
Cl -4.16381 -5.55960 3.58812  -0.2129
Cl -6.91304 1.89537 -3.61444  -0.2125
Cl -8.48807 -0.34504 -8.88116  -0.1914
Cl -6.76173 3.05717 -0.42136  -0.1731
Cl 6.66320 1.07663 -1.87042  -0.1967
Cl 8.05957 5.03690 -7.33910  -0.1769
P 1.71455 -1.53104 2.86954  -0.2511
O 0.05096 -1.23996 2.44968  -0.0887
O -2.36684 -1.30150 1.68357  -0.3744
O -0.76550 -1.26683 4.56754  -0.4149
O -2.03208 -0.54533 2.90088  0.0132
N -4.21474 -0.06319 0.67013  -0.5977
C -6.34667 -4.01468 8.29885  -0.5101
C -6.13011 1.49660 -1.02023  -0.0794
C -3.69455 1.87854 4.05829  -0.0689
C -5.60839 1.60446 -2.42752  -0.4047
C 9.80070 -4.87431 -3.45012  -0.4449
C 2.16320 -3.99887 1.69799  -1.1335
C -3.35412 -0.65218 1.14386  0.6180
C -8.71450 5.40631 2.16068  -0.3624
C -3.47257 -4.92364 5.10935  -0.0629
C -6.16661 -5.22884 9.17256  -0.3959
C 8.53493 -4.11098 -3.15930  -0.0966
C 2.36341 0.16721 2.55795  -0.3710
C 6.90747 2.86957 0.16939  -0.5397
C -7.73535 5.78519 3.23944  -0.0387
C -2.42153 -3.87836 4.85707  -0.2889
C -8.65297 0.24022 -7.20403  -0.4293
C 9.84484 2.19685 -5.11485  0.0076
C -0.82088 -1.07000 3.40765  0.6501
C -7.72129 -0.46704 -6.25564  -0.1185
C 3.67086 0.25263 1.75913  -0.9416
C 7.68792 4.21341 -8.87708  -0.5165
C 6.57645 3.20710 -8.72462  -0.4465
C 7.28900 2.63472 -1.26817  -0.2727
C 8.78901 1.14939 -4.88701  -0.4002
C 2.12152 -2.49560 1.37186  -0.2913
C -5.18043 2.10750 3.97836  -0.3118
H 7.39033 4.98039 -9.58990  0.3449
H 10.17257 -4.59379 -4.43423  0.2937
H 1.18093 -4.35367 2.02440  0.1932
H -5.67705 1.17599 3.71149  0.3161
H 2.50943 0.61403 3.54715  0.3767
H -7.76651 0.00728 -5.27857  -0.0344
H -9.69080 0.11011 -6.90837  0.3391
H -4.28283 -4.47242 5.67779  -0.0944
H -3.43765 1.20933 4.87599  0.3270
H -5.12563 0.66988 -2.70770  0.2800
H -3.35113 1.44567 3.12414  -0.0737
H 1.59386 0.75901 2.04831  0.3408
H -3.07528 -5.76574 5.67023  0.3350
H -8.20191 5.78442 4.22113  0.3342
H -6.69490 -0.43574 -6.61272  0.3372
H 3.58789 -0.21025 0.77416  0.3850
H 9.62966 -5.94760 -3.42888  0.3318
H 3.92379 1.30227 1.58074  -0.0016
H 5.69770 3.64960 -8.26303  0.3218
H -5.51558 -5.01662 10.01664  0.3056
H 2.90168 -4.22431 2.47085  0.3559
H -6.93250 0.76703 -0.94722  0.3355
H -6.89563 -4.25841 7.39267  0.3301
H -8.41841 1.30351 -7.21307  0.2865
H 8.37315 2.59879 -1.36062  0.1878
H 6.90856 3.42004 -1.91658  0.3303
H 6.30239 2.81098 -9.70066  0.3119
H 3.07411 -2.17438 0.94990  0.3200
H -2.79574 -3.09629 4.20178  0.1133
H 8.60214 3.74135 -9.22771  0.3183
H 4.51095 -0.18469 2.30954  0.3514
H 7.40385 3.76321 0.54306  0.3730
H -6.88579 -3.24040 8.84139  0.3443
H 7.82066 -4.26859 -3.96584  0.2933
H 1.33721 -2.32048 0.62547  0.3228
H -9.01781 4.36976 2.29851  0.2937
H -5.32351 1.19800 -0.35405  0.0843
H -2.11572 -3.42548 5.79835  0.3557
H 8.72761 -3.04575 -3.06723  0.0122
H -5.42186 2.85847 3.22972  0.2201
H 7.88861 1.57521 -4.45038  0.3386
H -8.26779 5.51248 1.17511  0.2319
H -4.89121 2.41502 -2.52622  0.3571
H -7.13609 -5.55469 9.54546  0.3041
H 2.42130 -4.55523 0.79103  0.3773
H 10.78160 1.75397 -5.44333  0.3462
H 8.53390 0.68485 -5.83484  0.1358
H 9.49424 2.89637 -5.87234  -0.0711
H -6.91785 5.06545 3.24121  -0.0744
H 7.18635 2.02364 0.79280  0.3340

Output
orbital gap = 8.41 eV
2S+1 = 1
structure (SMILES) = CCP(CC)OC(=O)OOC#N.ClCCCl.ClCCCl.ClCCCl.ClCCCl.ClCCCl.ClCCCl.ClCCCl.ClCCCl.ClCCCl.ClCCCl
total charge = 0
LUMO level = -0.0349 Ha

DFT (ωB97M-V with the def2-TZVPD basis set) results for C26H50N3O11PS as an isolated structure.

Last column: Mulliken charge in e.
Cartesian coordinates (Å):
S -0.23547 4.52239 3.77902  0.1320
P 3.25553 -0.07046 0.86930  1.3622
O 3.01781 0.37537 -0.63486  -0.5392
O -1.30163 -4.70920 2.57937  -0.3147
O 2.71183 -1.38702 1.19896  -0.7574
O -4.06730 2.97274 1.00544  -0.3372
O 3.56849 0.23574 -5.20280  -0.4470
O 0.29273 1.62308 -2.98119  -0.2072
O 4.85351 -0.08003 0.94367  -0.6315
O 3.14287 -2.04599 4.40206  -0.3101
O 4.48279 -0.59282 3.63148  -0.1696
O -0.96850 -1.25595 2.15519  -0.4913
O -0.47388 -1.14038 -0.00584  -0.6320
N -0.16903 3.50738 2.56232  -0.3847
N 1.13654 4.13981 4.55807  -0.7877
N 3.41922 -0.92170 4.49617  0.1956
C -5.20885 3.50729 0.36120  -0.3984
C -1.10816 1.42179 -2.89265  0.0369
C 4.91737 -1.57654 -4.22443  -1.3046
C 1.40197 1.80216 1.76914  0.5287
C 0.75223 2.32399 -4.12550  0.0187
C 4.63425 0.84765 3.60350  -0.8922
C -5.19721 1.03578 2.02173  -1.2267
C -0.84629 0.90973 1.16931  -0.3173
C 0.18909 3.72959 -4.25074  -1.3674
C -2.32528 -5.43105 1.92031  -0.3492
C 3.34467 1.53880 3.21943  0.7899
C 1.85952 -1.26749 -6.14790  -0.7822
C -0.73380 -0.57965 1.02190  0.5333
C 0.47531 1.52867 0.62671  -0.0327
C -1.68955 0.62008 -4.04343  -1.4180
C -3.54441 -5.70285 2.78498  -1.0770
C 2.61398 1.18841 2.01466  0.0551
C 2.90264 2.49276 4.07733  -1.1402
C 3.82598 -0.53610 -4.04296  0.0861
C -0.74458 -5.31579 3.73220  -0.3170
C -5.99516 4.49169 1.20978  -1.0650
C -4.30428 2.25144 2.20154  -0.1333
C 3.14659 -0.48411 -6.34631  -0.3934
C 1.68693 3.17664 3.82971  0.2278
C 0.96107 2.79677 2.68882  0.5080
C -0.10032 -6.66590 3.47029  -1.1183
H 1.83481 2.37281 -4.02238  0.2500
H -5.35454 5.31356 1.53249  0.2861
H 2.99579 0.26712 -7.12268  0.3680
H 0.67487 -6.57636 2.70839  0.3171
H 0.84024 0.81481 -0.07976  -0.6181
H 0.61937 4.22791 -5.11993  0.4473
H 0.42344 4.31544 -3.36035  0.2978
H -2.75690 0.45999 -3.88816  0.4215
H 2.90035 -1.00101 -3.68299  0.1683
H -3.32228 1.92541 2.54509  0.1729
H -4.77474 0.35918 1.27713  0.3102
H 1.05313 -0.60458 -5.83278  0.0180
H -6.40827 4.02298 2.10387  0.2665
H 3.94788 -1.14184 -6.70180  0.3307
H 5.17800 0.78117 0.63869  0.3757
H 1.96474 -2.04276 -5.38791  0.2484
H 5.84662 -1.10201 -4.54320  0.3384
H -0.57283 -2.13250 2.00738  0.3043
H 2.35636 -0.21798 -1.02181  0.2376
H -4.70185 2.91431 2.97842  0.3401
H 0.55626 1.74486 -5.03331  0.1001
H -6.19969 1.30902 1.68950  0.3400
H 0.19102 2.43994 0.11475  0.5110
H 3.46874 2.73963 4.96048  0.4283
H 4.65259 -2.32257 -4.97504  0.2825
H -1.62514 2.38256 -2.78475  0.3836
H -0.89552 3.72967 -4.37062  0.3002
H -1.56527 1.12851 -5.00117  0.3423
H -1.49646 -5.39102 4.52592  0.3146
H -5.29427 0.49885 2.96559  0.4096
H -2.61550 -4.81243 1.07092  0.3338
H -3.95979 -4.76741 3.16245  0.2932
H 0.35145 -7.04910 4.38558  0.3809
H -0.82368 -7.40486 3.12242  0.2797
H -1.92812 -6.36415 1.50554  0.2941
H -3.30584 -6.33033 3.64475  0.2660
H 4.90792 1.13342 4.61240  0.4362
H 5.43613 1.07930 2.91906  0.2982
H 0.01435 -4.61917 4.08890  0.3111
H -1.19744 -0.35074 -4.11638  0.2936
H 4.13372 0.17491 -3.27591  0.2737
H -4.82928 4.01833 -0.52400  0.3205
H -1.67596 1.25181 0.55726  0.3101
H -6.82676 4.90122 0.63572  0.4019
H 1.56859 -1.75364 -7.07979  0.4351
H 5.09557 -2.09951 -3.28440  0.4064
H -1.02254 1.13838 2.20995  0.4968
H -5.85818 2.70128 0.00095  0.3341
H -1.27009 0.87622 -1.96142  0.0127
H -4.31019 -6.21542 2.20196  0.3973

Output
orbital gap = 8.31 eV
2S+1 = 1
ΔE to the lowest compared entry with this formula, charge and spin = 0.0 kcal/mol
total charge = 0
LUMO level = -0.0326 Ha

Q: Which value of LUMO level does entry 1 give?
A: -0.0349 Ha